Model w:
2 unconnected molecules or ions with the total composition C11H15NS, computed with ωB97M-V/def2-TZVPD.

Each line ends with the Löwdin charge.
Geometry (Å):
C1 -0.33848 2.85672 -0.66769  -0.057
C2 -0.19870 1.39364 -0.89106  -0.248
C3 -0.64002 0.84506 -2.05672  -0.079
N1 -0.10116 -0.40802 -2.29948  0.082
C4 0.85741 -0.65644 -1.27345  -0.192
C5 1.48871 -1.83178 -0.89333  -0.053
C6 2.46702 -1.66455 0.04312  -0.116
C7 2.66432 -0.52515 0.84482  -0.078
C8 1.88451 0.54109 0.46506  -0.052
C9 0.86220 0.52309 -0.47435  -0.159
H1 -1.30234 3.24538 -0.94667  0.071
H2 0.37141 3.41595 -1.33171  0.097
H3 -0.02458 3.17460 0.30619  0.062
H4 -1.57214 1.01664 -2.61499  0.134
H5 -0.17042 -0.96570 -3.12671  0.140
H6 1.59321 -2.66465 -1.54840  0.103
H7 3.14843 -2.52226 0.11009  0.106
H8 3.36909 -0.45665 1.66576  0.102
H9 2.08628 1.54846 0.95540  0.131
C10 -1.69411 -1.98302 0.91093  -0.410
S1 -2.32352 -1.45257 2.56542  0.743
C11 -1.98423 0.25143 2.13434  -0.531
H10 -0.61545 -1.91471 0.91716  0.010
H11 -2.03742 -2.96119 0.65163  0.018
H12 -1.87239 -1.33253 0.05349  0.030
H13 -1.08038 0.81605 2.55432  0.044
H14 -2.70813 0.96934 2.80852  0.069
H15 -2.12910 0.74177 1.13833  0.034

Kohn-Sham gap = 8.77 eV
E_HOMO = -7.99 eV
structure (SMILES) = Cc1c[nH]c2ccccc12.CSC
molecular weight = 193.3 g/mol

=====

Model x:
2 unconnected molecules or ions with the total composition C11H15NS, computed with ωB97M-V/def2-TZVPD.

Each line ends with the Löwdin charge.
Geometry (Å):
C1 0.06122 -1.47548 2.35839  -0.051
C2 -0.68284 -0.71771 1.31024  -0.237
C3 -1.68008 -1.16589 0.47242  -0.053
N1 -2.25282 -0.10638 -0.26934  0.079
C4 -1.64135 1.06082 0.20829  -0.227
C5 -1.90099 2.41782 -0.01787  -0.035
C6 -1.21123 3.39228 0.65225  -0.087
C7 -0.23036 3.00903 1.60511  -0.099
C8 -0.05701 1.69830 1.94012  -0.018
C9 -0.77064 0.70060 1.19246  -0.173
H1 -0.43370 -1.33496 3.32035  0.086
H2 1.10944 -1.18642 2.29801  0.078
H3 -0.02649 -2.55874 2.23762  0.076
H4 -1.78428 -2.16904 0.08034  0.115
H5 -3.18274 -0.17799 -0.61910  0.134
H6 -2.63207 2.57572 -0.80758  0.110
H7 -1.31266 4.41703 0.32563  0.097
H8 0.52106 3.65475 2.04925  0.099
H9 0.66616 1.26880 2.61996  0.105
C10 1.36108 -0.36921 -3.08825  -0.463
S1 2.24676 -1.90951 -3.25774  0.703
C11 2.56969 -2.64681 -1.57305  -0.369
H10 2.03422 0.43704 -2.79206  0.027
H11 0.84577 -0.13512 -4.01187  0.027
H12 0.67292 -0.34136 -2.24083  0.022
H13 2.61772 -3.70819 -1.77055  0.017
H14 1.63186 -2.42915 -1.06454  0.013
H15 3.46135 -2.20022 -1.15764  0.022

Kohn-Sham gap = 8.87 eV
E_HOMO = -8.07 eV
structure (SMILES) = Cc1c[nH]c2ccccc12.CSC
molecular weight = 193.3 g/mol

=====

Model y:
2 unconnected molecules or ions with the total composition C11H15NS, computed with ωB97M-V/def2-TZVPD.

Each line ends with the Löwdin charge.
Geometry (Å):
C1 -1.58606 -3.21491 -1.75849  -0.048
C2 -1.59593 -2.19601 -0.65289  -0.234
C3 -1.37607 -2.33105 0.67421  -0.057
N1 -1.46684 -1.09744 1.28985  0.068
C4 -1.70651 -0.13893 0.34515  -0.227
C5 -2.04844 1.19982 0.50438  -0.026
C6 -2.07628 1.97815 -0.64397  -0.097
C7 -2.15772 1.34188 -1.87993  -0.107
C8 -2.06522 -0.03592 -2.03420  -0.024
C9 -1.80380 -0.79793 -0.89709  -0.148
H1 -2.52138 -3.13946 -2.29827  0.072
H2 -1.42921 -4.25506 -1.44684  0.077
H3 -0.78807 -2.97737 -2.46370  0.078
H4 -1.08250 -3.18011 1.26568  0.118
H5 -1.25618 -0.91043 2.25218  0.146
H6 -2.23146 1.54350 1.51658  0.108
H7 -2.13694 3.05234 -0.58344  0.097
H8 -2.27314 1.91295 -2.79309  0.096
H9 -2.09293 -0.46363 -3.02989  0.108
C10 4.28899 1.38082 2.11963  -0.187
C11 3.85699 1.58693 0.68329  -0.601
S1 2.09197 2.16430 0.53716  0.652
H10 5.29619 0.96254 2.11573  0.070
H11 3.60215 0.75416 2.67826  0.058
H12 4.42878 2.34194 2.60966  0.071
H13 4.42579 2.39429 0.23315  0.052
H14 3.92216 0.69965 0.05195  0.056
H15 1.78166 1.42497 1.60495  -0.171

Kohn-Sham gap = 8.51 eV
E_HOMO = -7.73 eV
structure (SMILES) = Cc1c[nH]c2ccccc12.CCS
molecular weight = 193.3 g/mol

=====

Model z:
A single C11H15NS molecule, computed with ωB97M-V/def2-TZVPD.

Each line ends with the Löwdin charge.
Geometry (Å):
C1 -0.67947 2.71768 -1.86580  -0.134
N1 0.23495 1.66954 -2.45789  -0.206
C2 1.20362 1.22347 -1.36619  -0.170
C3 0.87530 0.17833 -0.31178  -0.054
C4 -0.17824 -0.54717 -0.29929  -0.290
C5 -0.68420 -1.42692 0.77872  -0.141
C6 0.16619 -1.74933 1.93190  -0.410
C7 0.31819 -0.79521 3.04315  -0.148
C8 1.20100 -1.12204 4.15183  -0.313
S1 1.78677 -2.77027 3.67255  0.923
C9 0.84686 -2.82419 2.24186  -0.434
C10 -1.21940 -0.20589 -1.35353  -0.128
C11 -0.58875 0.52071 -2.71488  -0.217
H1 -1.24168 3.41844 -2.70879  0.130
H2 -1.45812 2.35314 -1.03115  0.102
H3 -0.02861 3.47493 -1.38422  0.060
H4 1.52624 2.24399 -0.87293  0.135
H5 2.11341 0.99852 -1.94881  0.109
H6 1.68369 -0.25271 0.34742  0.142
H7 -0.81275 -2.41070 0.33983  0.114
H8 -1.77350 -1.26251 1.14862  0.169
H9 -0.37845 0.20975 3.27831  0.158
H10 1.60601 -0.64944 4.98758  0.024
H11 0.89227 -3.45956 1.34990  0.102
H12 -1.94222 -0.87472 -1.69453  0.079
H13 -1.66670 0.80503 -0.90973  0.103
H14 -0.15729 -0.46664 -3.20605  0.144
H15 -1.64511 1.00376 -3.14612  0.152

Kohn-Sham gap = 9.58 eV
E_HOMO = -8.79 eV
structure (SMILES) = CN1CC=C(Cc2ccsc2)CC1
molecular weight = 193.3 g/mol

=====

The structure with the least stability is model z.

=====

Model w:
A molecular structure, C5H6ClNS, computed with ωB97M-V/def2-TZVPD.

Each line ends with the Löwdin charge.
Geometry (Å):
C1 -1.18525 -0.91704 -0.08341  -0.463
C2 -0.88113 -0.05386 1.17950  -0.481
C3 0.26361 -0.62220 -0.49412  -0.382
C4 0.21486 0.92517 -0.50657  -0.806
C5 -0.51336 1.25126 0.54784  -0.160
H1 -1.09743 -2.81833 0.38925  0.030
H2 -2.12394 -2.62172 -0.93086  0.087
H3 -1.82653 -0.32205 -0.62449  0.101
H4 -1.64611 -0.16915 2.01450  0.139
H5 0.72152 -1.22462 -1.32814  0.131
H6 -0.87441 2.20741 1.05202  0.144
N1 -1.78352 -2.25450 -0.03487  0.066
S1 0.75068 -0.88538 1.35236  0.871
Cl1 1.17225 1.84682 -1.51914  0.723

Kohn-Sham gap = 8.95 eV
E_HOMO = -8.53 eV
molecular weight = 147.6 g/mol

=====

Model x:
A single C5H6ClNS molecule, computed with ωB97M-V/def2-TZVPD.

Each line ends with the Löwdin charge.
Geometry (Å):
S1 2.85031 -1.04503 0.01462  0.637
C1 1.47142 -0.14072 -0.01802  -0.870
C2 1.56185 1.31846 0.10334  -0.198
C3 0.11818 1.91351 0.03338  -0.071
C4 -0.70085 0.61869 -0.09553  -0.361
C5 -2.00695 0.57265 -0.13647  -0.537
Cl1 -3.00594 -0.83433 0.09379  0.597
N1 0.18754 -0.44020 -0.18708  0.079
H1 2.02809 1.44346 1.08765  0.122
H2 2.20079 1.65714 -0.65807  0.096
H3 -0.02385 2.59997 -0.79526  0.115
H4 -0.04565 2.42679 0.99534  0.122
H5 -2.50140 1.58606 -0.29520  0.106
H6 -0.13659 -1.42347 -0.17340  0.163

Kohn-Sham gap = 8.98 eV
E_HOMO = -8.51 eV
structure (SMILES) = S=C1CC/C(=C/Cl)N1
molecular weight = 147.6 g/mol

=====

The structure with the least stability is model w.

=====

Model w:
A molecular structure, C5H9FS2, computed with ωB97M-V/def2-TZVPD.

Each line ends with the Löwdin charge.
Geometry (Å):
C1 2.62084 1.56177 -0.71035  -0.394
C2 0.29080 -0.35921 -0.39932  -1.120
C3 -1.10810 -0.75209 -0.35249  -0.269
C4 -1.89277 0.13467 0.61658  -0.516
C5 -1.39232 -0.14743 1.98673  -0.098
H1 2.51344 2.32294 0.42398  0.144
H2 3.53374 0.62082 -0.64907  0.114
H3 2.97449 2.32858 -1.28426  -0.075
H4 -1.57183 -0.40771 -1.32404  0.142
H5 -1.23282 -1.73462 -0.38009  0.068
H6 -1.54864 1.19710 0.40783  0.152
H7 -1.93863 -1.23766 2.07283  0.133
H8 -1.71113 0.46889 3.05510  0.137
H9 -0.23159 -0.20849 2.23102  0.072
F1 -3.17112 -0.16829 0.46062  0.049
S1 0.89279 0.98749 -1.37309  0.786
S2 1.39736 -1.26633 0.40148  0.674

Kohn-Sham gap = 8.19 eV
E_HOMO = -8.58 eV
molecular weight = 152.3 g/mol

=====

Model x:
A single C5H9FS2 molecule, computed with ωB97M-V/def2-TZVPD.

Each line ends with the Löwdin charge.
Geometry (Å):
F1 -1.46432 1.26439 -0.23728  -0.040
C1 -0.14573 1.05429 0.19901  -0.425
C2 -0.18866 0.36270 1.49784  -0.511
S1 -1.53980 -0.85089 1.93204  0.703
C3 0.74508 0.31181 -0.76785  -0.758
S2 0.50570 -1.46073 -0.98051  0.775
C4 2.17251 0.82107 -0.94286  -0.137
C5 1.16480 1.04028 -2.03655  -0.139
H1 0.18337 2.14217 0.36847  0.174
H2 -0.43078 1.15195 2.25627  0.083
H3 0.78732 -0.07778 1.72033  0.074
H4 -1.39645 -1.66769 0.90317  -0.215
H5 0.65889 -1.87257 0.46342  -0.037
H6 2.41074 1.72652 -0.27081  0.134
H7 2.90999 0.00641 -1.09950  0.105
H8 1.27041 0.55031 -2.97892  0.089
H9 0.84314 2.10617 -2.14901  0.125

Kohn-Sham gap = 9.88 eV
E_HOMO = -9.25 eV
structure (SMILES) = F[C@@H](CS)C1(S)CC1
molecular weight = 152.3 g/mol

=====

The structure with the least stability is model w.

=====

Model w:
A single C8H16N2O3 molecule, computed with ωB97M-V/def2-TZVPD.

Each line ends with the Löwdin charge.
Geometry (Å):
C1 1.37883 0.76838 -0.66974  0.007
N1 0.43848 -0.29511 -1.20601  -0.289
C2 0.18588 -0.06886 -2.65154  -0.004
C3 -0.91259 -0.18092 -0.45420  -0.093
C4 -0.90610 -0.17520 1.05971  -0.174
C5 -1.50299 1.01105 1.76020  -0.175
N2 -0.93628 1.41482 3.03386  0.029
C6 0.28475 2.00540 3.21206  -0.248
O1 1.09445 2.03733 2.22225  -0.060
C7 0.99628 -1.64959 -0.98869  -0.076
C8 0.35637 -2.88632 -1.67639  -0.786
O2 1.04107 -3.02807 -2.70327  -0.051
O3 -0.56380 -3.54065 -1.31407  0.034
H1 1.07910 1.79685 -0.83768  0.107
H2 1.55603 0.69006 0.38476  0.066
H3 2.38443 0.57530 -1.08101  0.116
H4 0.99409 -0.41330 -3.26992  0.099
H5 -0.72009 -0.58155 -2.96363  0.113
H6 0.17395 1.06496 -2.87811  0.131
H7 -1.53210 -1.10496 -0.77285  0.159
H8 -1.54683 0.64257 -0.83444  0.136
H9 0.01488 -0.22843 1.37109  0.037
H10 -1.42727 -1.08525 1.43064  0.146
H11 -2.58658 0.71780 2.00821  0.156
H12 -1.54478 1.80369 1.07611  0.100
H13 -1.49954 1.61534 3.83771  0.125
H14 0.72278 2.51424 4.04873  0.126
H15 2.08335 -1.58392 -1.22005  0.143
H16 0.89426 -1.83566 0.07625  0.124

Kohn-Sham gap = 7.89 eV
E_HOMO = -7.68 eV
structure (SMILES) = C[N+](C)(CCCNC=O)CC(=O)[O-]
molecular weight = 188.2 g/mol

=====

Model x:
A single C8H16N2O3 molecule, computed with ωB97M-V/def2-TZVPD.

Each line ends with the Löwdin charge.
Geometry (Å):
C1 0.81205 2.17524 0.43046  -0.074
C2 -0.10311 1.73370 -0.76587  -0.196
C3 -1.26614 0.76567 -0.37805  -0.344
C4 -2.16984 1.53375 0.55344  -0.059
C5 -0.81305 -0.62027 -0.02666  -0.176
N1 0.24481 -1.10610 -1.00064  0.064
C6 1.59673 -0.82578 -0.78852  -0.464
O1 2.19962 0.06535 -1.38579  0.089
C7 2.20788 -1.70999 0.19840  -0.286
N2 1.72032 -1.56225 1.45625  0.024
C8 -1.95299 -1.64925 -0.18697  -0.426
O2 -3.16154 -1.47348 -0.15647  0.114
O3 -1.44643 -2.89518 -0.35774  0.093
H1 1.23238 1.33699 0.91485  0.020
H2 0.25660 2.84197 1.07505  0.051
H3 1.74330 2.85949 0.17699  0.120
H4 -0.62491 2.61009 -1.24654  0.124
H5 0.41799 1.27628 -1.61436  0.081
H6 -1.82044 0.58792 -1.31879  0.149
H7 -1.68262 2.08722 1.35676  0.072
H8 -2.69349 2.29526 -0.04740  0.092
H9 -3.03598 1.00507 0.91955  0.072
H10 -0.17082 -0.68485 0.85394  0.131
H11 -0.20245 -0.99799 -1.89661  0.147
H12 3.27951 -1.43700 0.03334  0.141
H13 1.96197 -2.68575 -0.25945  0.138
H14 2.31613 -2.06493 2.15372  0.126
H15 1.62255 -0.56486 1.62023  0.076
H16 -0.46803 -2.89633 -0.31315  0.101

Kohn-Sham gap = 10.11 eV
E_HOMO = -9.79 eV
structure (SMILES) = CC[C@H](C)[C@H](NC(=O)CN)C(=O)O
molecular weight = 188.2 g/mol

=====

The structure with the least stability is model w.